Version P
Density functional theory data (ωB97M-V/def2-TZVPD) for 2 unconnected molecules or ions with the total composition C4H7N2.

Values from the calculation:
Lowest unoccupied orbital energy (hartree): -0.15707
Gap between HOMO and LUMO (eV): 11.15

Geometry as ORCA input:
```
! RIJCOSX wB97M-V def2-TZVPD def2/J DEFGRID3
* xyz 1 1
C 0.8271 1.1318 0.2230
C 0.3463 0.3452 -0.9921
C -2.2369 -0.3985 0.4346
C 1.1896 -0.2110 0.0384
N -3.3416 -0.1686 0.2337
N 1.7733 -1.2207 0.4428
H 1.5947 2.0135 0.2966
H 0.1123 1.0694 1.0709
H 0.6751 0.8698 -1.9304
H -0.6093 0.0260 -1.0297
H -4.3509 -0.0331 0.1415
H 2.3681 -1.4102 1.2741
H 1.6520 -2.0135 -0.2033
*
```


Version Q
Density functional theory data (ωB97M-V/def2-TZVPD) for 2 unconnected molecules or ions with the total composition C4H7N2.

Values from the calculation:
Lowest unoccupied orbital energy (alpha / beta) (hartree): -0.16831 / -0.17651
Gap between HOMO and LUMO (alpha / beta) (eV): 8.70 / 8.44

Geometry as ORCA input:
```
! RIJCOSX wB97M-V def2-TZVPD def2/J DEFGRID3
* xyz 1 1
C -0.2895 0.7787 -2.6646
C 0.2586 -0.3576 -2.5003
C -0.1001 0.6446 -0.0184
C 0.3641 -1.4020 1.3848
N -0.2022 0.3734 -1.2536
N -0.4004 1.6467 0.6761
H -0.3572 1.8192 -3.2282
H 0.5506 -1.2837 -2.9254
H 0.9135 -2.0150 0.8655
H 0.8974 -0.8210 2.2050
H -0.6747 -1.5583 1.4349
H -0.6600 1.7328 1.6856
H -0.4560 2.5804 0.3140
*
```


The data favor version P; the next most stable structure lies 0.1558 hartree above it.


Version P
Density functional theory data (ωB97M-V/def2-TZVPD) for a gas-phase ion, C4H7N2 (charge +1).

Values from the calculation:
Lowest unoccupied orbital energy (hartree): -0.22114
Gap between HOMO and LUMO (eV): 8.12

Geometry as ORCA input:
```
! RIJCOSX wB97M-V def2-TZVPD def2/J DEFGRID3
* xyz 1 1
C -1.9347 0.4209 0.6113
C -0.4968 0.2490 -1.1033
C 0.1457 -0.5007 0.0208
C 1.5863 -0.1815 0.4006
N -1.5917 0.8193 -0.6539
N -0.8910 -0.2909 1.0113
H -0.1174 0.4304 -2.1330
H 0.1231 -1.6139 -0.3831
H 1.8285 -0.3010 1.4762
H 1.7923 0.8343 0.1700
H 2.3169 -0.7356 -0.1792
H -2.0171 1.6271 -1.2045
H -0.7443 -0.7575 1.9668
*
```


Version Q
Density functional theory data (ωB97M-V/def2-TZVPD) for a molecular structure, C4H7N2.

Values from the calculation:
Lowest unoccupied orbital energy (hartree): -0.17392
Gap between HOMO and LUMO (eV): 9.87

Geometry as ORCA input:
```
! RIJCOSX wB97M-V def2-TZVPD def2/J DEFGRID3
* xyz 1 1
C -0.6703 1.0270 -0.6262
C -1.3380 -0.8608 0.3941
C 1.2446 -0.0972 0.5735
C -0.4171 -0.3865 -0.5798
N 0.8926 -0.8467 -0.6248
N -0.1187 0.5324 0.7290
H -0.0347 1.6845 -1.2318
H -1.7144 1.4099 -0.5923
H -2.3403 -0.6286 0.4962
H -1.0579 -1.7203 0.8906
H 1.5723 -0.7947 1.2997
H 2.1132 0.6694 0.5879
H 1.5173 -0.9740 -1.4376
*
```


Version R
Density functional theory data (ωB97M-V/def2-TZVPD) for a gas-phase ion, C4H7N2 (charge +1).

Values from the calculation:
SMILES: Cc1c[nH]c[nH+]1
Lowest unoccupied orbital energy (hartree): -0.13593
Gap between HOMO and LUMO (eV): 10.82

Geometry as ORCA input:
```
! RIJCOSX wB97M-V def2-TZVPD def2/J DEFGRID3
* xyz 1 1
C -1.0455 1.8973 -0.0554
C -0.3768 0.5729 0.0417
C -0.6102 -0.5010 0.8106
N 0.3145 -1.4903 0.4994
C 1.1081 -1.0050 -0.4429
N 0.7109 0.2319 -0.7804
H -1.5354 2.1814 0.8704
H -1.7889 1.8809 -0.8497
H -0.3016 2.6386 -0.3466
H -1.3239 -0.5606 1.6087
H 0.3124 -2.4527 0.7457
H 1.9051 -1.5339 -0.9307
H 1.4535 0.8624 -1.0115
*
```


Version S
Density functional theory data (ωB97M-V/def2-TZVPD) for a gas-phase ion, C4H7N2 (charge +1).

Values from the calculation:
Lowest unoccupied orbital energy (hartree): -0.12719
Gap between HOMO and LUMO (eV): 10.66

Geometry as ORCA input:
```
! RIJCOSX wB97M-V def2-TZVPD def2/J DEFGRID3
* xyz 1 1
C 0.4971 -1.1835 -0.5435
C 0.7715 0.2977 -0.7729
C -0.3142 1.0218 0.2087
C -0.9109 -0.5433 -0.5662
N 1.0585 1.0869 0.4627
N -1.2487 -0.0496 0.7555
H 0.7533 -1.8580 -1.3850
H 1.0427 -1.5285 0.2898
H 0.9436 0.7055 -1.8336
H -0.7420 1.8452 -0.2528
H 1.5226 0.6442 1.3045
H -1.1312 -0.6876 1.4762
H -2.2421 0.2491 0.8566
*
```


The data favor version R; the next most stable structure lies 0.1152 hartree above it.